(1)
Density functional theory data (ωB97M-V/def2-TZVPD) for a cluster of 2 separate species, CH2N3 in total.

Element x y z (Å)
C: -1.496 -0.509 0.473
N: 2.109 0.448 -0.562
N: 2.985 0.024 -0.047
N: -1.124 0.315 -0.221
H: -1.964 -1.086 1.212
H: -0.511 0.809 -0.854

The calculation puts the maximum force at 2.48 eV Å⁻¹. The value obtained for the energy above the lowest of the compared OMol25 structures with the same formula, charge and spin is 16.0 kJ/mol. For the LUMO energy, the calculation gives -6.2 eV. The HOMO-LUMO gap is 12.49 eV. As for the net charge: +1.

=====

(2)
Density functional theory data (ωB97M-V/def2-TZVPD) for a cluster of 6 separate species, C23H58O10S in total.

Element x y z (Å)
C: 4.976 -1.593 -2.653
O: 4.328 -0.562 -1.949
C: 3.010 -0.844 -1.535
C: 2.061 0.295 -1.915
C: 0.623 -0.188 -1.728
C: -0.464 0.884 -1.799
C: -1.872 0.273 -1.793
C: -2.262 -0.257 -3.170
S: -3.913 -0.879 -3.233
O: -4.731 -0.091 -2.355
O: -4.280 -1.120 -4.594
O: -3.770 -2.337 -2.580
O: 2.351 0.668 -3.242
C: 2.046 1.998 -3.616
H: 6.053 -1.417 -2.586
H: 4.765 -2.580 -2.222
H: 4.682 -1.591 -3.710
H: 2.648 -1.772 -1.998
H: 3.011 -0.946 -0.443
H: 2.249 1.135 -1.227
H: 0.444 -0.991 -2.453
H: 0.563 -0.647 -0.728
H: -0.354 1.506 -2.695
H: -0.368 1.544 -0.930
H: -1.908 -0.531 -1.054
H: -2.607 1.034 -1.516
H: -2.261 0.562 -3.902
H: -1.603 -1.052 -3.528
H: -3.725 -2.250 -1.619
H: 2.910 2.416 -4.143
H: 1.833 2.619 -2.738
H: 1.178 2.028 -4.287
C: 7.230 4.272 -4.385
C: 5.965 3.592 -3.887
C: 6.136 2.089 -3.748
O: 4.860 3.897 -4.741
H: 7.496 3.890 -5.375
H: 7.080 5.349 -4.467
H: 8.069 4.086 -3.713
H: 5.686 4.014 -2.919
H: 6.368 1.643 -4.721
H: 5.220 1.628 -3.377
H: 6.946 1.843 -3.060
H: 5.060 3.541 -5.613
C: -1.027 -0.762 3.316
C: -1.660 -0.512 1.960
C: -2.928 0.318 2.053
O: -1.927 -1.740 1.279
H: -1.713 -1.318 3.960
H: -0.115 -1.351 3.212
H: -0.778 0.170 3.821
H: -0.947 0.007 1.316
H: -3.680 -0.200 2.656
H: -3.347 0.478 1.059
H: -2.730 1.292 2.501
H: -2.538 -2.273 1.805
C: 0.541 -1.276 8.528
C: 0.777 -1.413 7.033
C: 2.259 -1.456 6.694
O: 0.126 -0.364 6.317
H: 0.978 -0.343 8.894
H: -0.527 -1.257 8.746
H: 0.994 -2.102 9.078
H: 0.298 -2.325 6.673
H: 2.744 -0.528 7.009
H: 2.403 -1.564 5.619
H: 2.756 -2.286 7.198
H: 0.513 0.471 6.600
C: -3.803 4.624 -0.717
C: -3.743 3.679 0.471
C: -4.663 4.121 1.598
O: -2.401 3.539 0.940
H: -3.481 5.626 -0.419
H: -3.144 4.279 -1.514
H: -4.817 4.697 -1.113
H: -4.026 2.675 0.148
H: -4.365 5.108 1.963
H: -4.610 3.421 2.432
H: -5.699 4.182 1.261
H: -2.094 4.402 1.236
C: -2.052 -4.716 -0.293
C: -2.748 -5.401 0.871
C: -3.619 -6.560 0.419
O: -3.530 -4.453 1.608
H: -2.800 -4.303 -0.976
H: -1.433 -3.892 0.063
H: -1.428 -5.412 -0.854
H: -2.001 -5.762 1.580
H: -4.399 -6.203 -0.260
H: -4.103 -7.032 1.274
H: -3.031 -7.312 -0.109
H: -4.216 -4.131 1.013

The SMILES is COC[C@H](CCCCS(=O)(=O)O)OC.CC(C)O.CC(C)O.CC(C)O.CC(C)O.CC(C)O. The calculation puts the maximum force at 0.47 eV Å⁻¹. For the LUMO energy, the calculation gives 0.6 eV. The HOMO-LUMO gap is 10.05 eV. As for the net charge: 0.

=====

(3)
Density functional theory data (ωB97M-V/def2-TZVPD) for a structure of composition C33H54CuN14Se.

Element x y z (Å)
Cu: -0.278 0.280 -0.017
C: 1.947 2.582 -3.698
N: 1.312 1.594 -2.845
C: 2.243 0.902 -1.991
C: -0.004 1.338 -2.936
N: -0.664 0.555 -2.102
C: -2.063 0.366 -2.483
C: -2.839 -0.854 -1.957
N: -2.363 -0.351 0.447
C: -2.470 -0.695 1.865
C: -1.164 -0.502 2.675
N: -0.232 0.443 2.089
C: 0.445 1.217 2.904
N: 0.414 1.048 4.271
C: 0.043 2.135 5.155
C: 0.780 -0.196 4.912
N: 1.203 2.241 2.455
C: 2.194 2.891 3.288
C: 1.091 2.814 1.137
C: -0.109 -1.771 -0.014
C: 1.142 -2.245 -0.726
N: 2.231 -1.500 -0.172
C: 3.376 -2.007 0.133
N: 3.794 -3.276 -0.210
C: 3.750 -3.721 -1.587
C: 4.646 -4.065 0.654
N: 4.204 -1.265 0.929
C: 5.643 -1.268 0.773
C: 3.692 -0.117 1.636
N: -0.644 1.949 -4.006
C: -1.684 2.938 -3.836
C: -0.310 1.592 -5.371
H: 2.728 3.082 -3.125
H: 1.227 3.324 -4.030
H: 2.410 2.115 -4.572
H: 2.823 1.629 -1.422
H: 2.942 0.318 -2.594
H: 1.744 0.239 -1.292
H: -2.128 0.292 -3.573
H: -2.626 1.260 -2.207
H: -2.683 -1.706 -2.626
H: -3.889 -0.581 -2.082
H: -2.779 -1.736 1.968
H: -3.258 -0.081 2.310
H: -0.680 -1.478 2.788
H: -1.462 -0.177 3.675
H: -0.261 2.998 4.568
H: 0.857 2.420 5.828
H: -0.804 1.823 5.771
H: 1.089 -0.926 4.168
H: -0.042 -0.607 5.505
H: 1.620 -0.024 5.591
H: 2.463 2.264 4.131
H: 1.840 3.855 3.660
H: 3.090 3.069 2.695
H: 0.303 2.319 0.576
H: 2.035 2.711 0.598
H: 0.859 3.879 1.228
H: -1.120 -2.272 -1.637
H: -0.077 -2.091 1.021
H: 1.053 -2.049 -1.810
H: 1.286 -3.332 -0.595
H: 3.130 -3.054 -2.181
H: 3.356 -4.739 -1.651
H: 4.758 -3.725 -2.018
H: 4.651 -3.640 1.653
H: 5.673 -4.136 0.283
H: 4.250 -5.081 0.713
H: 5.949 -1.960 -0.005
H: 6.138 -1.542 1.707
H: 5.981 -0.269 0.486
H: 2.610 -0.187 1.691
H: 3.959 0.812 1.122
H: 4.125 -0.093 2.639
H: -1.745 3.234 -2.790
H: -2.666 2.581 -4.169
H: -1.433 3.822 -4.430
H: 0.448 0.812 -5.374
H: 0.055 2.451 -5.941
H: -1.197 1.204 -5.880
Se: -7.573 -0.879 0.362
N: -6.509 0.495 0.200
C: -5.259 0.103 0.051
C: -4.252 1.159 -0.049
C: -4.637 2.474 -0.333
C: -3.684 3.477 -0.365
C: -2.362 3.146 -0.108
N: -1.983 1.901 0.143
C: -2.891 0.939 0.170
C: -2.628 -1.382 -0.525
N: -1.358 -2.297 -0.640
C: -1.540 -3.696 -0.278
C: -2.707 -4.227 0.074
C: -3.908 -3.447 0.151
C: -3.886 -2.130 -0.118
C: -5.096 -1.330 0.050
N: -6.231 -1.984 0.218
H: -5.680 2.683 -0.522
H: -3.964 4.496 -0.580
H: -1.575 3.888 -0.114
H: -0.631 -4.274 -0.320
H: -2.750 -5.273 0.334
H: -4.828 -3.918 0.459

Its spin multiplicity is 2. The calculation puts the maximum force at 1.21 eV Å⁻¹. The value obtained for the energy above the lowest of the compared OMol25 structures with the same formula, charge and spin is 27.5 kJ/mol. For the LUMO energy (alpha / beta), the calculation gives -5.3 / -5.5 eV. The expectation value of S² is 0.755. The HOMO-LUMO gap (alpha / beta) is 7.43 / 7.24 eV. As for the net charge: +2.

=====

(4)
Density functional theory data (ωB97M-V/def2-TZVPD) for a structure of composition C22H45GeNOPPdSSi3.

Element x y z (Å)
Pd: -0.014 0.267 -0.083
S: 1.702 0.168 4.040
C: 0.146 0.834 4.259
C: -0.509 1.027 3.077
C: 0.288 0.662 1.957
C: 1.526 0.206 2.328
C: 2.579 -0.183 1.385
C: 3.929 -0.229 1.710
C: 4.849 -0.550 0.728
C: 4.403 -0.809 -0.561
C: 3.047 -0.745 -0.808
N: 2.150 -0.455 0.138
H: -0.214 1.039 5.256
H: -1.508 1.437 3.020
H: 4.250 0.010 2.715
H: 5.905 -0.584 0.960
H: 5.089 -1.054 -1.359
H: 2.652 -0.947 -1.797
C: 0.458 -3.687 -2.134
Si: -1.329 -3.203 -2.236
C: -1.679 -1.858 -3.448
C: -2.536 -4.593 -2.254
Ge: -1.324 -1.756 -0.061
Si: -3.891 -1.656 0.394
C: -3.864 -0.493 1.823
C: -4.440 -0.935 -1.213
C: -4.590 -3.316 0.778
Si: -0.611 -3.640 1.663
C: 1.211 -3.578 1.389
C: -1.185 -2.791 3.197
C: -1.402 -5.267 1.322
H: 0.871 -3.695 -3.148
H: 0.569 -4.687 -1.711
H: 1.053 -2.988 -1.543
H: -1.494 -2.267 -4.448
H: -1.025 -0.996 -3.310
H: -2.716 -1.527 -3.408
H: -2.244 -5.288 -3.049
H: -3.543 -4.239 -2.478
H: -2.553 -5.154 -1.320
H: -3.218 0.357 1.605
H: -3.538 -0.985 2.738
H: -4.886 -0.127 1.978
H: -3.727 -0.196 -1.582
H: -5.394 -0.424 -1.045
H: -4.604 -1.712 -1.961
H: -4.228 -3.699 1.733
H: -4.399 -4.051 -0.003
H: -5.678 -3.205 0.866
H: 1.552 -2.584 1.099
H: 1.531 -4.302 0.640
H: 1.691 -3.825 2.342
H: -1.029 -1.709 3.169
H: -0.584 -3.182 4.026
H: -2.233 -3.007 3.405
H: -0.940 -5.782 0.479
H: -2.475 -5.188 1.153
H: -1.257 -5.889 2.212
C: 0.394 1.291 -1.996
H: -0.573 1.575 -2.398
H: 0.909 0.536 -2.585
H: 1.034 2.134 -1.748
C: -3.776 3.271 1.089
P: -2.372 2.902 0.043
C: -2.750 3.602 -1.560
C: -0.987 3.830 0.692
O: -2.105 1.409 -0.014
H: -3.991 4.340 1.071
H: -3.567 2.971 2.116
H: -4.652 2.729 0.728
H: -3.029 4.652 -1.458
H: -3.581 3.057 -2.009
H: -1.881 3.533 -2.214
H: -1.177 4.902 0.639
H: -0.096 3.594 0.107
H: -0.805 3.544 1.728

Its spin multiplicity is 6. The calculation puts the maximum force at 0.42 eV Å⁻¹. For the LUMO energy (alpha / beta), the calculation gives -4.6 / -8.4 eV. The expectation value of S² is 8.765. The HOMO-LUMO gap (alpha / beta) is 7.90 / 4.81 eV. As for the net charge: +2.

=====

(5)
Density functional theory data (ωB97M-V/def2-TZVPD) for a structure of composition C6H9NO.

Element x y z (Å)
C: -0.165 -0.110 -1.476
C: -1.198 -0.567 -0.523
C: -0.402 -1.171 0.545
C: 0.877 -0.570 0.658
C: 0.958 1.053 0.478
C: 0.004 1.218 -0.597
H: -2.053 -1.111 -0.928
H: -0.940 -0.768 1.337
H: -0.369 -2.220 0.686
H: 1.451 -0.966 -0.277
H: 1.566 -0.740 1.564
H: 2.016 1.200 0.108
H: 0.542 1.810 1.248
H: 0.006 2.107 -1.113
H: -1.250 0.689 0.852
N: -1.371 0.785 -0.186
O: 0.327 -0.639 -2.376

The calculation puts the maximum force at 6.89 eV Å⁻¹. The value obtained for the energy above the lowest of the compared OMol25 structures with the same formula, charge and spin is 355.0 kJ/mol. For the LUMO energy, the calculation gives 0.9 eV. The HOMO-LUMO gap is 10.11 eV. As for the net charge: 0.

=====

(6)
Density functional theory data (ωB97M-V/def2-TZVPD) for a cluster of 2 separate species, H4O2 in total.

Element x y z (Å)
H: 1.310 -0.550 1.118
H: 0.105 -1.140 0.602
H: -0.476 1.552 -1.371
H: -1.432 0.651 -0.632
O: 0.977 -1.460 0.919
O: -0.485 0.947 -0.636

The SMILES is O.O. The calculation puts the maximum force at 2.17 eV Å⁻¹. The value obtained for the energy above the lowest of the compared OMol25 structures with the same formula, charge and spin is 23.7 kJ/mol. For the LUMO energy, the calculation gives 0.6 eV. The HOMO-LUMO gap is 11.68 eV. As for the net charge: 0.

=====

Q: What is the maximum force in the fifth record?
A: 6.89 eV Å⁻¹

=====

Q: The lowest maximum force belongs to which entry?
A: C22H45GeNOPPdSSi3